Entry from the Open Molecules 2025 dataset: a cluster of 4 separate species, C5H18N2O4 in total at a distorted geometry (ωB97M-V/def2-TZVPD).

Summary:
SMILES ... CNCCNC(C)=O.O.O.O
HOMO-LUMO gap ... 9.8 eV
Highest occupied orbital energy ... -9.23 eV

Atoms and positions in Å:
C  -1.585839  2.693167  0.155727
N  -0.816863  1.565035  -0.383766
C  0.420894  1.929037  -1.039842
C  0.780882  0.936588  -2.173215
N  0.134532  -0.337198  -2.092697
C  0.649906  -1.439883  -1.481152
C  2.133228  -1.501446  -1.231611
O  -0.054514  -2.419095  -1.275106
H  -2.641841  2.425018  0.133622
H  -1.514375  3.507325  -0.545575
H  -1.245325  3.086727  1.114527
H  -0.649927  0.929034  0.386499
H  1.288437  2.020092  -0.386223
H  0.239792  2.901469  -1.498264
H  1.849997  0.879523  -2.359728
H  0.547872  1.374963  -3.154119
H  -0.818169  -0.518305  -2.342784
H  2.639454  -1.773829  -2.148624
H  2.347002  -2.311574  -0.561256
H  2.590712  -0.634306  -0.754068
O  1.390230  1.484185  3.199570
H  1.684053  0.830359  3.839786
H  1.091967  2.256589  3.693148
O  -1.970444  -2.149967  0.738080
H  -2.036371  -3.076540  0.484724
H  -1.737153  -1.495827  0.088613
O  -0.786323  -1.150898  3.521549
H  -1.019446  -0.273494  3.203184
H  -1.035801  -1.713034  2.773651

Cartesian forces (eV/Å) of the 6 atoms listed first:
C 0.0 -0.3 -0.7
N -0.3 0.2 0.6
C 0.1 -0.1 -0.4
C -0.4 1.0 -1.4
N 1.1 -1.1 0.6
C 0.1 -0.4 -0.4

natural (NBO) atomic charge list, values in e, 2 entries: atom 1 (C): -0.411, atom 2 (N): -0.636


Entry from the Open Molecules 2025 dataset: a structure of composition C5H7LiO5Tl at a distorted geometry (ωB97M-V/def2-TZVPD).

Summary:
HOMO-LUMO gap ... 8.0 eV
Total charge ... +1
Highest occupied orbital energy ... -11.73 eV

Atoms and positions in Å:
O  -1.822092  -0.540538  -0.136011
C  -2.927986  -1.109590  -0.586139
C  -3.291639  -1.237030  -1.878674
O  2.646195  1.862929  0.329093
Tl  -1.762541  1.324924  0.735838
H  -3.607108  -1.494479  0.191649
H  -4.220412  -1.747727  -2.133557
H  -2.657446  -0.896157  -2.703039
H  3.265281  -2.768177  -0.902210
C  2.395807  -2.155930  -0.600477
C  2.711674  -0.742164  -0.237683
Li  -0.232755  -1.446255  -0.204705
O  1.268043  -2.598361  -0.635550
H  3.218587  -0.262661  -1.089146
H  3.408932  -0.738571  0.614241
O  1.506865  -0.064692  0.103294
C  1.639278  1.224534  0.415264
O  0.445899  1.704225  0.780957
H  0.557587  2.617554  1.085655

Cartesian forces (eV/Å) of the 6 atoms listed first:
O 2.1 -1.8 -0.6
C -2.4 -1.1 -1.4
C 0.4 0.0 0.7
O -0.6 -0.5 0.3
Tl -3.3 2.5 1.3
H 0.2 0.1 -0.3

Mulliken atomic charge list, values in e, 2 entries: atom 1 (O): -0.748, atom 2 (C): 0.139